# 1
A structure of composition C35H24BaN8OS2Sb, computed with the ωB97M-V functional and the def2-TZVPD basis.

Calculated values
- Orbital gap: 8.44 eV
- E_HOMO: -11.297 eV
- Spin multiplicity: 1
- Total charge: +1
- Energy above the lowest of the compared OMol25 structures with the same formula, charge and spin: 0.0398 eV

Geometry as XYZ:
```
72
Properties=species:S:1:pos:R:3:lowdin_charge:R:1
Ba 1.3460 -1.5236 0.1007 1.7844
S -3.5199 -7.0736 3.6222 1.0476
N -3.0701 -5.6040 4.1158 -0.2046
C -2.2207 -5.1583 3.2022 -0.3060
C -1.5379 -3.8655 3.2491 -0.0774
C -1.7086 -2.9576 4.2923 0.0252
C -1.0086 -1.7747 4.2825 -0.0182
C -0.1396 -1.5357 3.2202 -0.1664
N 0.0266 -2.3895 2.2152 -0.0838
C -0.6715 -3.5418 2.2113 -0.1400
C -0.4641 -4.4813 1.0599 -0.1404
N 0.3482 -4.0828 0.0578 -0.0267
C 0.5892 -4.9242 -0.9408 -0.1104
C 0.0318 -6.2011 -1.0074 -0.0169
C -0.8267 -6.5929 -0.0100 0.0234
C -1.0899 -5.7208 1.0463 -0.0794
C -1.9944 -6.0574 2.1464 -0.3041
N -2.6721 -7.1905 2.2540 -0.2037
H -2.3894 -3.2035 5.0979 0.1273
H -1.1170 -1.0460 5.0733 0.1170
H 0.4385 -0.6176 3.1821 0.0948
H 1.2675 -4.5772 -1.7115 0.1091
H 0.2724 -6.8526 -1.8357 0.1179
H -1.3010 -7.5660 -0.0224 0.1272
S -0.7970 0.5549 0.5196 -0.0914
Sb -0.7287 2.4863 -0.6798 1.2790
C 0.4245 3.9123 0.3105 -0.3481
C 0.2679 3.9117 1.6992 -0.1346
C 0.8780 4.8939 2.4658 -0.0727
C 1.6440 5.8810 1.8617 -0.0684
C 1.8033 5.8847 0.4833 -0.0715
C 1.1938 4.9074 -0.2929 -0.1071
C -2.6444 3.3169 -0.7642 -0.3521
C -3.7235 2.6476 -0.1998 -0.1250
C -4.9898 3.2194 -0.2626 -0.0728
C -5.1702 4.4476 -0.8810 -0.0701
C -4.0888 5.1168 -1.4435 -0.0729
C -2.8245 4.5514 -1.3855 -0.1151
C -0.2275 2.1491 -2.6580 -0.3877
C 0.5834 2.9720 -3.4346 -0.1085
C 0.7359 2.7150 -4.7927 -0.0681
C 0.0737 1.6482 -5.3789 -0.0653
C -0.7424 0.8297 -4.6078 -0.0713
C -0.8972 1.0773 -3.2538 -0.1479
H -0.3238 3.1442 2.1855 0.0809
H 0.7516 4.8911 3.5411 0.1093
H 2.1149 6.6479 2.4635 0.1107
H 2.4004 6.6529 0.0091 0.1108
H 1.3349 4.9397 -1.3633 0.0788
H -3.5792 1.6908 0.2881 0.0717
H -5.8348 2.7029 0.1741 0.1085
H -6.1574 4.8893 -0.9263 0.1094
H -4.2296 6.0757 -1.9251 0.1096
H -1.9883 5.0821 -1.8285 0.1025
H 1.1244 3.7991 -2.9998 0.0780
H 1.3751 3.3518 -5.3903 0.1110
H 0.1930 1.4533 -6.4370 0.1114
H -1.2591 -0.0040 -5.0659 0.1101
H -1.5317 0.4240 -2.6638 0.0923
O 3.0837 -2.6771 -1.0071 -0.5234
N 3.8885 -2.7570 -2.0129 -0.0038
C 3.7445 -1.7514 -2.8500 -0.3005
C 4.5562 -1.6921 -4.0341 -0.1834
N 5.1917 -1.6260 -4.9893 0.1606
C 2.7576 -0.7364 -2.5323 -0.1569
N 1.9296 -0.1091 -2.0274 0.0258
C 5.6115 -1.2004 3.1231 -0.0254
C 4.3566 -1.0834 2.3641 -0.2055
N 3.3781 -1.0026 1.7721 0.0125
H 5.4010 -1.6473 4.0922 0.0924
H 6.0448 -0.2126 3.2617 0.0931
H 6.3064 -1.8307 2.5725 0.0954
```

---

# 2
A structure of composition C35H24Co2NO8P, computed with the ωB97M-V functional and the def2-TZVPD basis.

Calculated values
- Orbital gap: 5.22 eV
- E_HOMO: -1.088 eV
- Spin multiplicity: 1
- Total charge: -2

Geometry as XYZ:
```
71
Properties=species:S:1:pos:R:3:lowdin_charge:R:1
C -2.4959 -7.4201 2.2685 -0.1341
C -2.9434 -5.9854 2.3336 -0.5926
O -4.1052 -5.6470 2.3755 -0.0172
N -1.8467 -5.2158 2.3415 0.1640
C -0.7591 -6.0417 2.2840 -0.6337
O 0.3836 -5.6299 2.2776 0.0193
O -1.0951 -7.3635 2.2423 -0.0192
H -2.8023 -7.9914 3.1595 0.1201
H -2.8380 -7.9224 1.3495 0.1204
O -4.7031 1.0511 1.5557 0.0786
C -3.6599 0.8030 1.1712 -0.1582
Co -1.9797 0.4471 0.5876 0.0174
C -1.3576 -1.1440 1.1733 -0.1233
O -0.9465 -2.1489 1.5163 0.1435
C -1.8764 0.1230 -1.1823 -0.1444
O -1.7818 -0.1017 -2.2945 0.0892
C -1.0009 2.2137 0.5036 -0.2131
C -0.6186 1.5202 1.7349 -0.2798
C -1.4723 1.6198 2.9351 -0.0542
C -1.5714 0.6056 3.8757 -0.2532
C -2.7146 0.4897 4.7222 -0.0460
C -2.8996 -0.6267 5.4944 -0.1130
C -1.9566 -1.6423 5.5043 -0.0935
C -0.7973 -1.5230 4.7553 -0.0773
C -0.6008 -0.4360 3.9491 -0.0425
Co 0.9503 1.6633 0.4408 -0.0860
C 1.6829 0.3439 1.4105 -0.2208
O 2.1158 -0.4968 2.0451 0.0812
C 1.8093 3.1090 1.0165 -0.2166
O 2.3716 4.0330 1.3758 0.0598
P 1.2953 1.4148 -1.7913 1.0702
C 1.2939 -0.3123 -2.2720 -0.3539
C 1.5835 -0.6130 -3.5819 -0.1102
C 1.5523 -1.9288 -4.0075 -0.0945
C 1.2336 -2.9339 -3.1165 -0.0880
C 0.9566 -2.6283 -1.7995 -0.0458
C 0.9941 -1.3135 -1.3754 -0.0847
C 0.0800 2.4402 -2.6319 -0.3524
C -0.6728 1.9267 -3.6623 -0.1103
C -1.6268 2.7111 -4.2816 -0.0862
C -1.8209 4.0120 -3.8663 -0.1072
C -1.0647 4.5264 -2.8315 -0.0828
C -0.1168 3.7346 -2.2077 -0.1131
C 2.9370 2.1241 -1.9243 -0.3496
C 3.1303 3.2414 -2.7039 -0.0918
C 4.3941 3.7894 -2.8226 -0.0978
C 5.4561 3.2133 -2.1560 -0.1168
C 5.2579 2.0914 -1.3760 -0.0865
C 3.9918 1.5455 -1.2573 -0.0875
H -1.2393 3.2665 0.6504 0.0426
H -2.2060 2.4039 2.9518 0.1010
H -3.4682 1.2577 4.6939 0.0979
H -3.8004 -0.7340 6.0761 0.0892
H -2.1442 -2.5447 6.0619 0.0922
H -0.0592 -2.3081 4.7824 0.1108
H 0.2788 -0.3948 3.3254 0.0756
H 1.8233 0.1845 -4.2686 0.1057
H 1.7672 -2.1666 -5.0359 0.0904
H 1.1945 -3.9583 -3.4507 0.0971
H 0.6992 -3.4067 -1.0995 0.1164
H 0.7752 -1.0750 -0.3475 0.0556
H -0.5758 0.8834 -3.9181 0.0848
H -2.2447 2.2918 -5.0583 0.0968
H -2.5775 4.6196 -4.3356 0.0896
H -1.2225 5.5391 -2.4998 0.0956
H 0.4602 4.1156 -1.3789 0.0993
H 2.2930 3.6837 -3.2191 0.0932
H 4.5485 4.6612 -3.4366 0.0917
H 6.4415 3.6425 -2.2427 0.0883
H 6.0895 1.6383 -0.8623 0.0964
H 3.8219 0.6733 -0.6454 0.1038
```